Formula: C14H15N5O2S
Source: the OMol25 dataset
Level of theory: ωB97M-V with the def2-TZVPD basis set

- frontier orbital gap (eV) = 8.6
- E_LUMO (hartree) = 0.0001
- SMILES = Cc1cc(C)n2nc(S(=O)(=O)N(C)c3ccccc3)nc2n1
- energy above the lowest of the compared OMol25 structures with the same formula, charge and spin (kcal/mol) = 23.4
- HOMO energy (eV) = -8.6

Geometry as XYZ:
```
37
Properties=species:S:1:pos:R:3:forces:R:3
H -0.81113 3.31116 -1.19272 0.0 0.1 -0.1
H -4.50654 -1.19177 0.27137 0.0 0.0 0.0
H 4.32672 -1.48351 2.82551 0.1 0.0 0.0
O -2.28453 -2.71798 -2.36702 0.1 -0.1 0.4
H -1.84574 1.79997 2.66208 0.0 0.0 0.1
N 0.62718 -0.45122 -1.72569 -0.2 0.4 -1.3
C 2.66997 -0.82552 1.66398 -0.3 -0.1 -0.1
S -1.94216 -1.34352 -2.18995 -0.2 0.0 -0.4
H 2.40886 1.70356 -1.95008 0.0 0.1 0.0
H -2.86352 -0.15645 1.63459 0.0 -0.1 0.0
H 3.50088 -0.06785 3.46960 0.1 0.1 0.1
H -2.99968 -2.13390 0.51268 -0.1 0.0 0.0
H -1.84583 1.34403 -2.23690 0.0 0.1 -0.1
C -1.24721 2.68507 0.80859 0.0 0.1 0.0
C -0.38710 -1.18777 -1.31485 0.6 0.1 0.3
N 1.50291 -1.40415 1.50008 0.2 -0.3 0.8
H 4.23336 0.42303 0.84227 0.1 0.1 -0.1
N 1.45769 -0.47023 -0.68344 -0.7 -0.8 0.8
C 3.14669 0.94445 -1.69376 0.0 0.0 -0.1
O -1.90866 -0.51709 -3.35343 0.2 0.2 0.2
C -1.84115 1.70735 1.58584 0.0 0.0 0.0
C 0.89246 -1.23267 0.34348 -0.2 0.4 -1.0
C -1.84361 1.44874 -1.16532 -0.1 0.2 0.1
C 3.35050 -1.02589 2.97507 0.0 0.0 0.1
C -3.65928 -1.66542 -0.22350 -0.2 -0.5 0.2
H 2.74145 -1.66659 3.60439 0.0 0.0 0.0
N -2.96244 -0.68002 -1.02049 0.5 -0.6 -0.9
H 4.09759 1.41330 -1.46039 0.0 0.0 0.0
C 3.27659 -0.03772 0.65782 -0.2 0.1 -0.4
N -0.28221 -1.67720 -0.07551 -0.3 -0.5 0.4
H -0.78620 3.54530 1.27062 0.0 0.1 0.0
C -2.42169 0.44709 -0.38366 0.1 1.0 0.3
C -2.42382 0.59601 1.00191 -0.1 -0.2 -0.1
H -4.01657 -2.43000 -0.90774 -0.1 0.0 0.2
C 2.65022 0.14422 -0.54752 0.6 0.2 0.2
H 3.25500 0.30303 -2.56744 0.0 0.0 -0.1
C -1.25899 2.55016 -0.57047 0.0 0.0 0.1
```
Forces are in eV/Å.

Formula: C14H15NO5S3Tc
Source: the OMol25 dataset
Level of theory: ωB97M-V with the def2-TZVPD basis set

- frontier orbital gap (spin up / spin down) (eV) = 7.0 / 7.1
- E_LUMO (spin up / spin down) (hartree) = -0.0410 / -0.0399
- spin multiplicity = 2
- energy above the lowest of the compared OMol25 structures with the same formula, charge and spin (kcal/mol) = 3.8
- HOMO energy (spin up / spin down) (eV) = -8.1 / -8.1

Geometry as XYZ:
```
39
Properties=species:S:1:pos:R:3:forces:R:3
O 4.16775 -0.87596 -2.31579 0.0 0.0 0.0
S 1.76719 2.24772 0.22533 -0.1 -0.1 0.6
H 0.19472 -1.77687 3.55612 0.0 0.0 0.0
C 1.31272 -2.26002 1.80051 0.0 0.0 0.0
C 0.71102 4.77553 0.06045 0.0 0.0 0.0
C -1.75385 -2.70849 -2.10083 0.0 0.0 0.0
C -1.05793 -1.36268 1.86075 0.0 0.0 0.0
C -2.31916 -2.76467 0.21121 0.0 0.0 0.0
O 1.89068 -1.35721 -1.49820 -0.1 0.1 0.0
C -1.31847 -1.83638 0.46265 0.0 0.0 0.0
H -2.92163 -3.12016 1.03606 0.0 0.0 0.0
H -0.75121 -0.31618 1.83748 0.0 0.0 0.0
S -0.75283 1.23936 -1.04288 0.1 -0.1 -0.3
C 0.01165 -2.20424 2.56898 0.0 0.0 0.0
C -0.77122 -1.79419 -1.78939 0.0 0.0 0.0
C -1.64537 3.83299 -1.11502 0.0 0.0 0.0
H 1.62705 5.13473 0.51151 0.0 0.0 0.0
H -0.12522 -1.38386 -2.55077 0.0 0.0 0.0
C 0.54445 3.40296 -0.16972 0.0 0.0 -0.2
H -0.17302 6.70695 -0.10414 0.0 0.0 0.0
H -3.32497 -3.92752 -1.28397 0.0 0.0 0.0
H -2.26038 5.87561 -1.14354 0.0 0.0 0.0
H -2.55202 3.45647 -1.57172 0.0 0.0 0.0
O 1.69747 -0.89876 1.49362 0.0 0.0 0.0
C -1.47781 5.17842 -0.87528 0.0 0.0 0.0
H -1.88914 -3.01397 -3.12791 0.0 0.0 0.0
H 2.66626 -0.83898 1.37331 0.0 0.0 0.0
H 1.23834 -2.81914 0.86648 0.0 0.0 0.0
S 3.40466 -1.16709 -1.15229 0.0 -0.1 0.1
C -2.54255 -3.20885 -1.07876 0.0 0.0 0.0
N -0.54604 -1.37198 -0.53562 0.0 -0.1 0.3
C -0.29634 5.64739 -0.28684 0.0 0.0 0.0
O 3.82600 -2.25405 -0.30946 0.0 0.0 0.0
C -0.62313 2.94434 -0.76370 0.0 0.0 0.1
Tc 1.09521 0.08096 -0.32292 0.0 0.1 -0.3
O 3.17461 0.07929 -0.26323 0.1 0.1 -0.2
H -1.98840 -1.41250 2.42642 0.0 0.0 0.0
H -0.34727 -3.22610 2.71422 0.0 0.0 0.0
H 2.10816 -2.70287 2.39691 0.0 0.0 0.0
```
Forces are in eV/Å.

Formula: C14H15NRuTe
Source: the OMol25 dataset
Level of theory: ωB97M-V with the def2-TZVPD basis set

- frontier orbital gap (spin up / spin down) (eV) = 6.4 / 6.0
- E_LUMO (spin up / spin down) (hartree) = 0.0139 / -0.0956
- spin multiplicity = 5
- HOMO energy (spin up / spin down) (eV) = -6.1 / -8.6

Geometry as XYZ:
```
32
Properties=species:S:1:pos:R:3:forces:R:3
C -0.24210 -5.84869 1.04085 0.0 0.1 0.0
C 0.26736 0.31208 2.21022 0.4 0.7 1.8
H -1.69618 -6.36952 2.56236 0.2 0.2 -0.2
H 1.72973 1.07450 -2.00349 -1.2 -0.5 0.0
C 0.05573 1.23104 -3.27794 -1.6 -0.4 2.4
H -2.19724 -3.98740 3.14828 0.1 -0.1 -0.2
C 1.54115 0.38377 1.55996 -0.2 0.9 0.4
C 0.23580 2.09876 0.73735 0.4 0.3 1.0
C 1.50849 1.47043 0.66302 0.1 0.0 0.3
C 0.16322 -3.47836 0.75023 0.1 -0.9 0.0
H 2.37617 -0.27802 1.75513 -0.1 0.2 0.0
H 1.17041 -5.00893 -0.39677 -0.2 -0.2 0.2
H 2.33724 1.78614 0.04232 -0.2 -0.1 0.0
H -1.30255 2.67653 -4.12818 0.2 -1.3 0.2
C -1.46825 -4.23081 2.37644 0.3 -0.1 -0.2
N -1.79744 -0.96169 0.81760 -3.7 -1.8 0.5
C 0.88616 0.52703 -2.49285 0.9 -0.4 -1.1
C -0.79815 -3.18976 1.73260 0.5 -0.4 0.3
Te 1.31959 -2.03098 -0.20821 -0.4 -1.0 -0.1
H -2.01631 1.55842 -2.82024 1.0 0.3 0.3
H -1.01867 -2.15382 1.99354 0.1 -0.7 0.1
C 0.42794 -4.81828 0.37613 -0.4 0.3 0.8
H -1.50375 1.70821 2.12343 0.0 0.1 0.2
H 0.00018 -0.40418 2.97734 0.1 0.3 0.1
H -0.01595 -6.88742 0.78934 -0.1 0.3 0.1
H -0.04801 3.02102 0.25961 -0.1 -0.1 -0.2
H -1.68890 0.88729 -0.70046 0.4 -0.7 0.6
H 0.98152 -0.60500 -2.46000 0.0 1.6 -0.9
C -0.52426 1.43815 1.77374 0.9 0.4 0.7
C -1.18653 -5.55682 2.04323 0.3 0.1 -0.3
Ru -0.57302 -0.00952 0.33303 1.5 2.2 -5.0
C -1.12044 1.84167 -3.40461 0.7 0.8 -1.4
```
Forces are in eV/Å.

Formula: C14H16
Source: the OMol25 dataset
Level of theory: ωB97M-V with the def2-TZVPD basis set

- frontier orbital gap (eV) = 9.7
- E_LUMO (hartree) = 0.0328
- SMILES = Cc1ccccc1.Cc1ccccc1
- energy above the lowest of the compared OMol25 structures with the same formula, charge and spin (kcal/mol) = 57.5
- HOMO energy (eV) = -8.8

Geometry as XYZ:
```
30
Properties=species:S:1:pos:R:3:forces:R:3
H 1.12682 -0.81871 -1.53458 -0.5 0.4 -0.7
C -2.09413 2.64757 -1.68326 2.0 0.1 -2.5
H -3.53840 -1.74658 -0.67750 -2.6 -0.2 -0.7
C 1.29909 -0.25036 1.20665 3.4 -1.2 2.9
H -4.05389 0.92493 0.35156 -2.0 -0.7 2.2
H -1.91143 3.51830 -2.37781 -0.6 -0.1 1.9
C 3.28530 -0.32548 2.68537 -0.1 -0.8 -1.3
C 3.91023 -1.13665 1.70378 0.2 0.9 0.7
H 3.84516 -0.00225 3.51965 0.5 0.2 0.9
H 3.80675 -2.03701 -0.20480 -0.8 -0.3 0.6
H -1.12080 -0.58085 -2.21478 0.4 -0.2 -0.4
C -3.01235 2.42003 -0.71528 0.2 -3.8 0.3
C 1.92869 -1.15786 0.31662 -1.7 0.9 1.1
C -1.29481 1.56794 -2.19106 -1.2 1.0 -0.6
C -3.25670 1.05546 -0.25903 3.0 3.3 -2.3
C -2.45702 0.07494 -0.74080 -0.3 -0.8 -1.6
C -2.65175 -1.30953 -0.36954 1.1 -2.7 -1.9
H 0.17047 -1.78396 -0.37952 -0.5 -0.5 -1.0
H -3.55839 3.06275 -0.14561 -1.5 2.5 0.6
H -2.02649 -2.14394 -0.79556 0.5 1.5 0.0
H 1.54023 -2.49985 -1.40303 0.0 -0.4 0.3
C 3.18627 -1.59114 0.60304 3.3 0.3 -0.5
H 5.01682 -1.25656 1.81341 -1.2 -0.4 -0.3
C 1.98967 0.09270 2.51038 -1.1 -1.6 -5.1
H -0.58486 1.83520 -2.98207 -0.3 -0.4 0.3
C -1.60310 0.28966 -1.83104 0.9 0.7 1.2
H 1.44488 0.68317 3.16367 -0.7 1.1 1.4
C 1.13126 -1.65564 -0.86544 0.5 1.0 1.1
H -2.62595 -1.52863 0.61402 0.2 -0.2 3.7
H 0.30512 0.04405 1.03061 -1.1 0.5 -0.1
```
Forces are in eV/Å.

Repeat the first record exactly.
Formula: C14H15N5O2S
Source: the OMol25 dataset
Level of theory: ωB97M-V with the def2-TZVPD basis set

- frontier orbital gap (eV) = 8.6
- E_LUMO (hartree) = 0.0001
- SMILES = Cc1cc(C)n2nc(S(=O)(=O)N(C)c3ccccc3)nc2n1
- energy above the lowest of the compared OMol25 structures with the same formula, charge and spin (kcal/mol) = 23.4
- HOMO energy (eV) = -8.6

Geometry as XYZ:
```
37
Properties=species:S:1:pos:R:3:forces:R:3
H -0.81113 3.31116 -1.19272 0.0 0.1 -0.1
H -4.50654 -1.19177 0.27137 0.0 0.0 0.0
H 4.32672 -1.48351 2.82551 0.1 0.0 0.0
O -2.28453 -2.71798 -2.36702 0.1 -0.1 0.4
H -1.84574 1.79997 2.66208 0.0 0.0 0.1
N 0.62718 -0.45122 -1.72569 -0.2 0.4 -1.3
C 2.66997 -0.82552 1.66398 -0.3 -0.1 -0.1
S -1.94216 -1.34352 -2.18995 -0.2 0.0 -0.4
H 2.40886 1.70356 -1.95008 0.0 0.1 0.0
H -2.86352 -0.15645 1.63459 0.0 -0.1 0.0
H 3.50088 -0.06785 3.46960 0.1 0.1 0.1
H -2.99968 -2.13390 0.51268 -0.1 0.0 0.0
H -1.84583 1.34403 -2.23690 0.0 0.1 -0.1
C -1.24721 2.68507 0.80859 0.0 0.1 0.0
C -0.38710 -1.18777 -1.31485 0.6 0.1 0.3
N 1.50291 -1.40415 1.50008 0.2 -0.3 0.8
H 4.23336 0.42303 0.84227 0.1 0.1 -0.1
N 1.45769 -0.47023 -0.68344 -0.7 -0.8 0.8
C 3.14669 0.94445 -1.69376 0.0 0.0 -0.1
O -1.90866 -0.51709 -3.35343 0.2 0.2 0.2
C -1.84115 1.70735 1.58584 0.0 0.0 0.0
C 0.89246 -1.23267 0.34348 -0.2 0.4 -1.0
C -1.84361 1.44874 -1.16532 -0.1 0.2 0.1
C 3.35050 -1.02589 2.97507 0.0 0.0 0.1
C -3.65928 -1.66542 -0.22350 -0.2 -0.5 0.2
H 2.74145 -1.66659 3.60439 0.0 0.0 0.0
N -2.96244 -0.68002 -1.02049 0.5 -0.6 -0.9
H 4.09759 1.41330 -1.46039 0.0 0.0 0.0
C 3.27659 -0.03772 0.65782 -0.2 0.1 -0.4
N -0.28221 -1.67720 -0.07551 -0.3 -0.5 0.4
H -0.78620 3.54530 1.27062 0.0 0.1 0.0
C -2.42169 0.44709 -0.38366 0.1 1.0 0.3
C -2.42382 0.59601 1.00191 -0.1 -0.2 -0.1
H -4.01657 -2.43000 -0.90774 -0.1 0.0 0.2
C 2.65022 0.14422 -0.54752 0.6 0.2 0.2
H 3.25500 0.30303 -2.56744 0.0 0.0 -0.1
C -1.25899 2.55016 -0.57047 0.0 0.0 0.1
```
Forces are in eV/Å.

Question: Number 4 is which compound?
Answer: C14H16